(w)
Formula: C29H26F9IN4O4SW
Source: OMol25
Level of theory: wB97M-V/def2-TZVPD

Computed properties:
lowest unoccupied orbital energy (alpha / beta): -7.348 / -7.238 eV
highest occupied orbital energy (alpha / beta): -14.30 / -14.36 eV
molar mass: 1008.3 g/mol

```
! RIJCOSX wB97M-V def2-TZVPD def2/J DEFGRID3
* xyz 2 1
W 1.88 -0.01 0.46
C -0.09 -3.95 -0.95
C 0.50 -3.07 -2.02
N 0.27 -3.39 -3.28
C 0.80 -2.64 -4.27
C 1.60 -1.54 -4.06
C 2.16 -0.82 -5.26
O 2.26 0.58 -4.99
C 1.85 -1.18 -2.73
C 2.83 -0.16 -2.41
N 3.03 0.30 -1.22
C 4.13 1.18 -0.92
C 4.40 2.32 -1.66
C 5.45 3.14 -1.29
C 6.24 2.83 -0.19
C 5.98 1.69 0.56
C 4.93 0.88 0.18
I 4.44 -0.81 1.31
C 1.26 -1.95 -1.73
O 1.51 -1.63 -0.43
H 0.42 -4.91 -0.95
H -1.14 -4.14 -1.18
H -0.01 -3.52 0.04
H 0.56 -2.95 -5.28
H 1.51 -1.01 -6.11
H 3.14 -1.23 -5.52
H 2.18 1.07 -5.81
H 3.49 0.20 -3.19
H 3.76 2.57 -2.50
H 5.66 4.03 -1.87
H 7.06 3.47 0.09
H 6.59 1.44 1.42
C -5.22 1.68 -1.16
C -5.01 0.79 0.06
C -3.83 1.23 0.91
N -2.55 1.22 0.17
C -1.48 0.47 0.29
S -0.08 0.99 -0.65
N -1.41 -0.61 1.09
C -2.26 -1.11 2.19
O -1.92 -0.84 3.30
C -3.36 -2.01 1.79
C -4.33 -2.31 2.74
C -5.35 -3.19 2.42
C -5.38 -3.78 1.16
C -4.40 -3.49 0.22
C -3.39 -2.60 0.53
H -6.12 1.40 -1.70
H -4.39 1.61 -1.87
H -5.33 2.73 -0.87
H -4.87 -0.25 -0.25
H -5.89 0.81 0.70
H -3.73 0.63 1.81
H -3.97 2.26 1.24
H -2.43 1.98 -0.48
H -0.45 -0.85 1.26
H -4.28 -1.86 3.72
H -6.11 -3.43 3.15
H -6.17 -4.48 0.91
H -4.43 -3.96 -0.76
H -2.63 -2.36 -0.20
F 2.32 4.26 2.78
C 1.75 3.31 2.06
F 2.54 3.03 1.02
F 0.59 3.75 1.58
C 1.55 2.01 2.89
O 1.43 0.95 2.01
C 0.24 2.09 3.73
F 0.22 1.15 4.67
F -0.82 1.88 2.95
F 0.13 3.28 4.30
C 2.78 1.77 3.82
F 2.71 2.57 4.87
F 2.81 0.51 4.22
F 3.91 2.02 3.15
*
```

(x)
Formula: C29H26F9IN4O4SW
Source: OMol25
Level of theory: wB97M-V/def2-TZVPD

Computed properties:
lowest unoccupied orbital energy: -7.433 eV
highest occupied orbital energy: -14.18 eV
molar mass: 1008.3 g/mol

```
! RIJCOSX wB97M-V def2-TZVPD def2/J DEFGRID3
* xyz 2 1
W -0.23 0.26 -0.89
C -2.69 -2.25 2.37
C -1.84 -2.90 1.33
N -1.71 -4.22 1.32
C -0.97 -4.81 0.40
C -0.27 -4.16 -0.61
C 0.58 -4.98 -1.55
O 0.87 -4.25 -2.73
C -0.39 -2.77 -0.63
C 0.27 -1.82 -1.57
N 1.25 -1.00 -1.07
C 2.62 -0.94 -1.34
C 3.34 -2.03 -1.81
C 4.71 -1.90 -1.99
C 5.36 -0.71 -1.71
C 4.65 0.39 -1.25
C 3.29 0.25 -1.09
I 2.04 1.80 -0.47
C -1.18 -2.19 0.34
O -1.27 -0.80 0.28
H -3.10 -3.02 3.02
H -3.53 -1.71 1.91
H -2.11 -1.54 2.97
H -0.93 -5.90 0.45
H 0.06 -5.91 -1.77
H 1.51 -5.25 -1.03
H 1.04 -4.87 -3.45
H 0.31 -2.07 -2.62
H 2.82 -2.96 -2.02
H 5.27 -2.75 -2.36
H 6.43 -0.63 -1.86
H 5.16 1.33 -1.05
C -4.74 5.54 2.17
C -5.48 4.20 2.08
C -4.58 3.01 2.34
N -3.38 2.99 1.48
C -2.88 2.01 0.77
S -1.19 2.18 0.32
N -3.57 0.91 0.40
C -4.99 0.68 0.24
O -5.38 -0.42 0.51
C -5.81 1.77 -0.31
C -7.17 1.75 -0.02
C -7.99 2.74 -0.54
C -7.46 3.73 -1.36
C -6.11 3.73 -1.67
C -5.27 2.76 -1.14
H -5.44 6.37 2.11
H -4.03 5.67 1.36
H -4.21 5.64 3.12
H -5.96 4.10 1.11
H -6.27 4.16 2.83
H -5.11 2.06 2.22
H -4.19 3.04 3.36
H -2.76 3.78 1.59
H -3.01 0.07 0.31
H -7.57 0.97 0.60
H -9.05 2.74 -0.31
H -8.11 4.49 -1.77
H -5.70 4.49 -2.33
H -4.22 2.76 -1.40
F -3.41 -0.61 -4.56
C -2.85 -0.17 -3.45
F -2.58 -1.21 -2.65
F -3.72 0.61 -2.80
C -1.54 0.61 -3.75
O -0.78 0.67 -2.58
C -1.83 2.09 -4.17
F -0.74 2.64 -4.66
F -2.20 2.79 -3.09
F -2.81 2.14 -5.06
C -0.69 -0.12 -4.84
F -1.15 0.16 -6.05
F 0.58 0.27 -4.75
F -0.73 -1.44 -4.65
*
```

(x) (9.7 kcal/mol below the next structure)

(w)
Formula: C4H14O3
Source: OMol25
Level of theory: wB97M-V/def2-TZVPD

Computed properties:
lowest unoccupied orbital energy (alpha / beta): -5.220 / -8.399 eV
highest occupied orbital energy (alpha / beta): -14.01 / -14.01 eV
molar mass: 110.2 g/mol

```
! RIJCOSX wB97M-V def2-TZVPD def2/J DEFGRID3
* xyz 1 2
C -1.25 -1.53 0.68
C -1.38 -0.53 -0.36
C -1.72 0.82 -0.27
C -1.30 -1.14 -1.70
H -0.47 -1.13 1.37
H -0.75 -2.46 0.45
H -2.02 -1.74 1.43
H -2.01 1.34 -1.18
H -1.47 1.48 0.55
H -2.35 -1.35 -2.00
H -1.06 -2.19 -1.63
H -0.82 -0.60 -2.51
H 0.62 2.14 1.11
H 0.66 3.03 -0.11
O 1.25 2.59 0.53
H 1.64 0.76 -0.23
H 1.78 0.37 -1.60
O 1.64 -0.07 -0.75
H 2.86 0.55 2.70
H 2.79 -0.30 1.40
O 3.36 -0.05 2.13
*
```

(x)
Formula: C4H14O3
Source: OMol25
Level of theory: wB97M-V/def2-TZVPD

Computed properties:
lowest unoccupied orbital energy (alpha / beta): -5.651 / -8.969 eV
highest occupied orbital energy (alpha / beta): -13.25 / -13.25 eV
molar mass: 110.2 g/mol

```
! RIJCOSX wB97M-V def2-TZVPD def2/J DEFGRID3
* xyz 1 2
C -2.62 0.98 1.90
C -1.86 1.24 0.67
C -2.40 1.02 -0.63
C -0.58 1.91 0.78
H -3.44 1.71 1.95
H -2.99 -0.04 1.97
H -1.98 1.20 2.75
H -1.78 1.33 -1.46
H -3.23 0.37 -0.87
H 0.12 1.56 0.04
H -0.56 3.01 0.74
H -0.27 1.74 1.81
H -0.33 -0.72 -0.15
H 1.06 -0.92 0.48
O 0.45 -1.29 -0.16
H 0.19 -4.24 -3.68
H 1.28 -5.26 -3.06
O 1.11 -4.46 -3.56
H 5.46 0.33 -0.46
H 6.14 0.42 0.92
O 6.26 0.10 0.02
*
```

(w) (3.9 kcal/mol below the next structure)

(w)
Formula: C3H6O2S
Source: OMol25
Level of theory: wB97M-V/def2-TZVPD

Computed properties:
lowest unoccupied orbital energy (alpha / beta): -0.105 / -1.019 eV
highest occupied orbital energy (alpha / beta): -8.94 / -9.12 eV
molar mass: 106.1 g/mol

```
! RIJCOSX wB97M-V def2-TZVPD def2/J DEFGRID3
* xyz 0 1
C 0.73 1.05 1.00
C 0.20 0.46 -0.28
C -2.14 -1.03 -0.64
O 2.82 0.46 -0.83
O 1.99 -1.35 0.67
S 1.82 -0.10 0.01
H 0.81 2.20 1.16
H 0.66 0.57 2.08
H -0.15 0.97 -1.18
H -1.67 -1.92 -0.09
H -2.11 -0.93 -1.78
H -2.97 -0.37 -0.11
*
```

(x)
Formula: C3H6O2S
Source: OMol25
Level of theory: wB97M-V/def2-TZVPD

Computed properties:
lowest unoccupied orbital energy: 0.267 eV
SMILES string: C[C@H](O)C(O)=S
highest occupied orbital energy: -9.31 eV
molar mass: 106.1 g/mol

```
! RIJCOSX wB97M-V def2-TZVPD def2/J DEFGRID3
* xyz 0 1
C 0.18 0.18 1.36
C 0.35 -0.59 0.06
C -0.53 0.06 -1.04
H -0.83 0.06 1.72
H 0.36 1.27 1.26
H 0.87 -0.23 2.12
H -0.03 -1.61 0.18
H 1.99 0.34 -0.49
H -2.21 0.21 -1.73
O 1.71 -0.59 -0.34
O -1.78 -0.38 -1.08
S -0.08 1.29 -2.04
*
```

(y)
Formula: C3H6O2S
Source: OMol25
Level of theory: wB97M-V/def2-TZVPD

Computed properties:
lowest unoccupied orbital energy: -2.765 eV
highest occupied orbital energy: -8.93 eV
molar mass: 106.1 g/mol

```
! RIJCOSX wB97M-V def2-TZVPD def2/J DEFGRID3
* xyz 0 1
C -0.39 0.71 0.73
C -0.21 -0.79 0.41
C 0.99 -0.87 -0.51
H 0.50 2.81 -0.86
H -1.27 0.82 1.42
H 0.60 0.87 1.49
H -0.05 -1.56 1.16
H -1.31 -0.59 -1.26
H 0.83 -1.25 -1.64
O -0.59 1.23 -0.68
O -1.51 -1.20 -0.23
S 2.41 -0.17 -0.03
*
```

(x) (153.2 kcal/mol below the next structure)

(w)
Formula: C4H11O
Source: OMol25
Level of theory: wB97M-V/def2-TZVPD

Computed properties:
lowest unoccupied orbital energy: 3.986 eV
highest occupied orbital energy: -1.52 eV
molar mass: 75.1 g/mol

```
! RIJCOSX wB97M-V def2-TZVPD def2/J DEFGRID3
* xyz -1 1
C 0.83 1.46 1.53
O -0.38 1.84 1.91
H 0.59 0.80 0.65
H 1.53 2.15 1.02
H 1.24 0.86 2.28
C 0.70 -1.49 -0.26
C -0.29 -1.56 -1.42
C -1.01 -0.17 -1.62
H 0.31 -1.86 0.71
H 0.92 -0.42 0.09
H 1.43 -2.17 -0.43
H -1.01 -2.36 -1.34
H 0.21 -1.85 -2.37
H -1.68 0.01 -0.91
H -0.22 0.62 -1.74
H -1.60 -0.02 -2.56
*
```

(x)
Formula: C4H11O
Source: OMol25
Level of theory: wB97M-V/def2-TZVPD

Computed properties:
lowest unoccupied orbital energy: 2.927 eV
highest occupied orbital energy: -1.62 eV
molar mass: 75.1 g/mol

```
! RIJCOSX wB97M-V def2-TZVPD def2/J DEFGRID3
* xyz -1 1
C 1.09 3.63 1.93
O 1.16 4.82 2.58
H 0.34 3.58 1.08
H 1.99 3.20 1.44
H 0.78 2.82 2.63
C -1.27 -3.41 -0.51
C -1.21 -2.54 -1.76
C 0.20 -2.13 -2.14
H -0.67 -4.32 -0.56
H -2.28 -3.69 -0.25
H -0.89 -2.81 0.33
H -1.77 -1.62 -1.56
H -1.72 -3.06 -2.57
H 0.27 -1.61 -3.10
H 0.58 -1.42 -1.40
H 0.80 -3.04 -2.19
*
```

(y)
Formula: C4H11O
Source: OMol25
Level of theory: wB97M-V/def2-TZVPD

Computed properties:
lowest unoccupied orbital energy: 4.454 eV
highest occupied orbital energy: -2.24 eV
molar mass: 75.1 g/mol

```
! RIJCOSX wB97M-V def2-TZVPD def2/J DEFGRID3
* xyz -1 1
C -1.38 1.80 1.18
C 0.06 1.66 1.66
H -1.81 0.81 1.02
H -1.46 2.33 0.24
H -1.98 2.33 1.94
H 0.49 0.73 1.30
H 0.71 2.48 1.31
H 0.11 1.66 2.75
C 0.05 -1.28 -1.63
O -0.19 -0.31 -0.71
C 1.25 -2.17 -1.25
H 0.28 -0.86 -2.64
H -0.82 -1.97 -1.75
H 1.56 -2.88 -2.04
H 1.03 -2.78 -0.37
H 2.11 -1.54 -1.00
*
```

(y) (11.8 kcal/mol below the next structure)